A molecular structure, C11H23HgINO2P2 in a non-equilibrium geometry, computed with ωB97M-V/def2-TZVPD.

```
41
Properties=species:S:1:pos:R:3:forces:R:3:nbo_charge:R:1
Hg 0.3964 0.2552 0.9127 -0.262 0.313 -0.193 1.079
P -1.9137 -0.5332 0.3109 -0.434 -0.124 -1.399 0.998
C -2.3745 -0.3203 -1.3734 0.594 0.090 0.274 -0.885
C -1.6708 0.6068 -2.1853 0.386 0.163 0.215 0.236
N -0.3709 0.9019 -1.8145 -0.568 0.351 0.370 -0.637
C 0.2373 1.9587 -2.3444 -0.119 0.741 -0.953 0.222
C -0.3066 2.7086 -3.4013 1.161 -0.169 0.911 -0.324
C -1.5492 2.3240 -3.9099 -0.126 -0.473 0.156 -0.136
C -2.2295 1.2706 -3.3232 0.164 -0.078 -0.125 -0.278
C 1.6086 2.3291 -1.7503 -0.873 0.182 -0.048 -0.759
P 2.2563 0.9407 -0.7478 0.347 0.259 -0.544 0.907
H -3.1969 0.9335 -3.7021 0.264 0.250 0.197 0.227
H 0.2892 3.5367 -3.7924 -0.446 -0.199 -0.011 0.223
H -1.9600 2.8719 -4.7564 -0.057 -0.224 0.187 0.231
H 2.3112 2.5650 -2.5675 -0.022 -0.147 0.426 0.255
H 1.5203 3.2295 -1.1168 -0.018 -0.324 -0.159 0.272
H -2.2244 -5.0862 -3.6299 -0.133 -0.168 -0.104 0.479
H -3.3003 -0.7562 -1.7549 0.267 -0.061 0.365 0.258
H 2.0855 -2.4765 -0.7152 -0.379 -0.273 -0.312 0.527
O -1.6122 -4.3506 -3.5979 0.382 0.487 -0.397 -0.954
H -1.4777 -4.0731 -4.5215 -0.198 -0.273 0.539 0.476
H 1.0016 -1.1202 -0.2319 -0.410 -1.202 -0.333 0.241
O 1.1127 -2.3739 -0.7150 0.338 1.699 0.853 -0.847
H 0.7986 -2.2491 -1.6235 -0.046 -0.223 -0.319 0.540
C 2.8596 -0.1093 -2.1026 0.323 -0.351 -0.396 -0.980
H 3.4274 0.5468 -2.7791 -0.109 -0.197 0.170 0.264
H 3.5658 -0.8787 -1.7539 -0.309 0.121 -0.074 0.237
H 2.0425 -0.5444 -2.6997 0.243 0.167 0.306 0.253
C 3.7779 1.5434 0.0246 0.270 0.024 0.237 -0.974
H 4.4449 0.6848 0.1912 -0.144 0.283 0.020 0.254
H 4.2907 2.2796 -0.6142 -0.202 -0.276 0.166 0.258
H 3.5442 1.9969 0.9970 0.058 -0.069 -0.250 0.282
C -2.9118 0.5357 1.3892 0.089 0.296 0.493 -0.981
H -3.8780 0.0539 1.5917 0.227 0.081 -0.097 0.254
H -2.3891 0.7445 2.3333 -0.247 -0.108 -0.148 0.258
H -3.0967 1.4877 0.8772 0.123 -0.240 0.060 0.267
C -2.2703 -2.2371 0.7925 -0.090 -0.327 0.334 -0.974
H -1.7081 -2.4940 1.7025 -0.323 -0.050 -0.271 0.253
H -3.3492 -2.3350 0.9874 0.328 -0.013 -0.024 0.256
H -2.0016 -2.9136 -0.0315 0.008 0.249 0.311 0.264
I 0.7769 1.8471 3.0559 -0.058 -0.185 -0.433 -0.543
```
Positions in Å, forces in eV/Å.

Calculated values
**E**: -1771.705742 Ha
**LUMO level (alpha / beta)**: -4.695 / -4.694 eV
**Charge**: +1
**Kohn-Sham gap (alpha / beta)**: 4.81 / 4.81 eV
**F_max**: 1.93 eV Å⁻¹

A single C20H22N2O4 molecule in a non-equilibrium geometry, computed with ωB97M-V/def2-TZVPD.

```
48
Properties=species:S:1:pos:R:3:forces:R:3:nbo_charge:R:1
C -4.3590 -2.8246 -0.5469 0.304 0.251 -0.015 -0.654
C -2.9203 -3.0284 -0.2382 -0.193 -0.931 0.238 0.323
C -2.2389 -4.1091 0.2533 -0.490 0.435 -0.238 -0.329
C -0.8907 -3.7157 0.3478 0.215 0.901 -0.240 -0.251
C -0.8353 -2.4070 -0.0820 0.282 -1.200 0.385 0.227
C 0.3021 -1.5525 -0.2228 -0.046 0.908 -0.136 -0.197
C 0.2823 -0.2194 -0.4450 -0.198 -0.636 0.225 0.066
N -0.8819 0.5489 -0.4312 0.159 0.235 -0.343 -0.629
C -1.8247 0.5137 0.5642 0.131 -0.020 0.135 0.682
O -1.7639 -0.2291 1.5220 -0.014 0.147 0.067 -0.596
C -2.9469 1.4710 0.3595 -0.304 0.126 0.049 -0.175
C -3.6384 1.9231 1.4797 0.121 -0.088 -0.022 -0.157
C -4.7021 2.7944 1.3396 -0.008 0.008 0.044 -0.216
C -5.0937 3.2098 0.0772 -0.034 0.014 -0.065 -0.196
C -4.4227 2.7468 -1.0432 -0.086 0.107 -0.064 -0.234
C -3.3515 1.8824 -0.9072 0.086 -0.055 0.109 -0.135
C 1.4617 0.6106 -0.8201 0.214 -0.099 -0.111 0.649
O 1.2947 1.7563 -1.2205 -0.082 0.057 0.021 -0.649
N 2.6803 0.0351 -0.7559 0.136 -0.187 0.151 -0.602
C 3.8927 0.7803 -0.9882 0.233 0.085 0.309 -0.244
C 4.7353 0.8414 0.2939 -0.281 0.440 -0.326 0.086
C 6.0543 1.6096 0.0922 -0.089 -0.184 0.082 -0.432
C 7.1029 0.6803 0.7052 -0.180 -0.172 -0.010 -0.426
C 6.4547 -0.6858 0.4929 0.414 -0.035 -0.059 -0.066
O 5.0753 -0.4774 0.7130 -0.255 -0.084 0.080 -0.540
O -2.0758 -2.0060 -0.4493 -0.064 0.172 -0.225 -0.401
H -4.9180 -3.7266 -0.3180 -0.021 -0.039 0.009 0.227
H -4.4924 -2.5760 -1.5994 -0.071 -0.008 -0.061 0.225
H -4.7508 -1.9972 0.0440 -0.103 0.035 0.035 0.233
H -2.6542 -5.0610 0.5149 -0.165 -0.159 0.035 0.226
H -0.0679 -4.3047 0.6990 0.236 -0.062 0.048 0.222
H 1.2451 -2.0741 -0.1594 0.066 0.001 -0.047 0.213
H -0.7622 1.4209 -0.9409 -0.105 -0.127 0.146 0.433
H -3.3232 1.5787 2.4533 0.024 -0.044 0.068 0.233
H -5.2292 3.1481 2.2134 -0.029 0.028 0.069 0.215
H -5.9262 3.8889 -0.0349 -0.064 0.048 -0.012 0.214
H -4.7376 3.0605 -2.0279 -0.022 0.014 -0.070 0.214
H -2.8478 1.5086 -1.7864 0.043 -0.039 -0.068 0.210
H 2.8061 -0.8422 -0.2766 -0.138 0.041 -0.033 0.405
H 3.6079 1.7845 -1.3090 0.095 -0.108 -0.012 0.242
H 4.4705 0.2910 -1.7803 0.055 0.130 0.028 0.192
H 4.1246 1.2778 1.0939 0.055 -0.026 -0.117 0.188
H 6.2429 1.7462 -0.9734 0.017 0.051 -0.048 0.204
H 6.0298 2.5867 0.5677 -0.012 0.057 -0.049 0.225
H 7.2096 0.8766 1.7721 0.047 -0.014 0.016 0.207
H 8.0760 0.7610 0.2274 0.072 0.014 0.018 0.217
H 6.6303 -1.0416 -0.5334 0.025 -0.002 0.088 0.157
H 6.7900 -1.4490 1.1962 0.021 0.013 -0.082 0.195
```
Positions in Å, forces in eV/Å.

Calculated values
**E**: -1185.808810 Ha
**LUMO level**: 0.353 eV
**Charge**: 0
**Kohn-Sham gap**: 7.85 eV
**Structure (SMILES)**: Cc1ccc(/C=C(\NC(=O)c2ccccc2)C(=O)NC[C@@H]2CCCO2)o1
**F_max**: 1.29 eV Å⁻¹

A single C18H15Cl2N5O molecule in a non-equilibrium geometry, computed with ωB97M-V/def2-TZVPD.

```
41
Properties=species:S:1:pos:R:3:forces:R:3:nbo_charge:R:1
C 0.3840 4.3528 0.9607 0.003 -0.050 -0.027 -0.645
C 0.5323 3.0714 0.2245 -0.247 -0.588 -0.134 0.164
N 1.6032 2.8053 -0.4960 0.536 0.692 0.033 -0.277
N 1.4284 1.5957 -1.0329 -0.754 -0.150 0.033 -0.169
C 2.4610 0.9748 -1.8235 0.358 -0.196 -0.033 -0.237
C 3.2684 0.0259 -0.9715 0.030 -0.055 -0.080 -0.060
C 3.2226 -1.3449 -1.1787 0.076 0.164 0.009 -0.138
C 3.9451 -2.2033 -0.3687 0.106 -0.049 0.118 -0.243
C 4.7125 -1.6816 0.6599 -0.166 0.118 -0.187 -0.040
Cl 5.6195 -2.7469 1.6737 0.110 -0.133 0.129 0.009
C 4.7611 -0.3144 0.8873 0.014 -0.056 0.024 -0.215
C 4.0372 0.5325 0.0697 -0.013 -0.080 -0.066 -0.197
C 0.2542 1.0587 -0.6532 -0.184 0.437 0.239 0.142
Cl -0.2499 -0.4760 -1.1715 0.111 -0.038 -0.077 0.085
C -0.3833 1.9868 0.1690 0.794 -0.245 -0.520 -0.182
C -1.6600 1.8747 0.8067 -0.648 -0.035 0.335 0.034
N -2.3522 0.8119 0.6936 0.515 -0.008 -0.397 -0.231
N -3.5481 0.7265 1.2936 -0.400 0.897 0.703 -0.433
C -4.3743 -0.3554 1.1677 0.004 -0.022 0.010 0.657
O -5.4956 -0.3293 1.6319 -0.046 -0.018 -0.073 -0.586
C -3.8111 -1.5216 0.4401 -0.012 -0.484 -0.192 -0.187
C -4.6111 -2.2070 -0.4699 0.144 0.140 0.183 -0.129
C -4.0848 -3.3022 -1.1320 0.052 0.049 0.021 -0.264
C -2.7784 -3.6732 -0.8494 -0.276 -0.110 -0.205 0.046
N -2.0239 -3.0513 0.0410 0.483 -0.236 0.142 -0.430
C -2.5251 -2.0078 0.6722 -0.284 0.220 0.125 0.087
H 0.2701 4.1683 2.0279 0.001 0.075 0.082 0.222
H -0.4938 4.8943 0.6110 -0.029 0.105 0.025 0.222
H 1.2672 4.9625 0.7961 0.030 0.084 0.026 0.240
H 1.9948 0.4440 -2.6562 0.081 0.107 0.029 0.224
H 3.0910 1.7839 -2.2002 -0.175 -0.088 -0.028 0.241
H 2.6182 -1.7496 -1.9762 -0.083 -0.043 -0.091 0.211
H 3.9100 -3.2690 -0.5300 0.016 -0.101 0.012 0.229
H 5.3594 0.0778 1.6944 0.065 0.010 0.077 0.228
H 4.0593 1.5986 0.2406 0.018 0.124 0.037 0.229
H -2.0035 2.7382 1.3880 -0.078 -0.069 0.013 0.163
H -3.9237 1.5301 1.8067 0.039 -0.341 -0.165 0.377
H -5.6220 -1.8706 -0.6483 -0.080 0.016 0.006 0.232
H -4.6714 -3.8534 -1.8504 -0.028 -0.047 -0.064 0.222
H -2.3118 -4.5115 -1.3503 -0.056 -0.085 -0.088 0.193
H -1.8757 -1.5452 1.4027 -0.026 0.089 0.018 0.205
```
Positions in Å, forces in eV/Å.

Calculated values
**E**: -1964.316739 Ha
**LUMO level**: 0.430 eV
**Charge**: 0
**Kohn-Sham gap**: 8.90 eV
**Structure (SMILES)**: Cc1nn(Cc2ccc(Cl)cc2)c(Cl)c1/C=N/NC(=O)c1cccnc1
**F_max**: 1.21 eV Å⁻¹

A molecular structure, C8H14F6MnN3O4S3 in a non-equilibrium geometry, computed with ωB97M-V/def2-TZVPD.

```
39
Properties=species:S:1:pos:R:3:forces:R:3:nbo_charge:R:1
Mn 9.3869 4.3449 9.5803 -0.783 -1.137 -0.419 1.362
C 10.0054 3.2507 12.3184 -0.298 -0.311 0.713 -0.245
C 9.7764 4.7857 12.5263 0.326 -0.719 0.359 -0.250
N 9.1217 5.5012 11.3896 -0.634 -1.291 0.940 -0.721
C 9.6968 6.7939 11.1100 -0.276 1.238 -0.241 -0.237
C 11.1376 6.7475 10.6595 1.527 0.425 1.470 -0.564
S 11.5606 5.4323 9.5177 0.242 -0.246 -1.404 0.235
C 12.4113 4.0712 10.3944 0.838 -0.075 -0.286 -0.534
C 11.6758 2.7290 10.3939 0.907 -0.704 1.365 -0.254
N 10.2987 2.8297 10.9400 -0.218 -0.016 -0.936 -0.719
H 10.7656 2.9114 13.0501 -0.071 0.280 -0.442 0.221
H 9.1029 2.6899 12.6296 0.262 0.431 -0.353 0.235
H 9.1762 4.8843 13.4524 0.392 0.135 -0.480 0.239
H 10.7598 5.2288 12.7083 -0.289 0.141 0.012 0.204
H 8.1496 5.6659 11.6680 0.238 -0.220 -0.362 0.416
H 9.1158 7.2104 10.2884 -0.207 0.231 0.027 0.219
H 9.5716 7.4552 11.9817 0.287 0.043 -0.299 0.226
H 11.4556 7.6883 10.1676 -0.394 -0.496 0.274 0.282
H 11.8144 6.6399 11.5430 -0.367 0.119 -0.693 0.244
H 13.4149 3.9753 9.9256 -0.784 -0.086 0.013 0.276
H 12.6433 4.4668 11.3666 -0.147 -0.074 0.743 0.234
H 11.6354 2.2879 9.4009 -0.358 0.353 -0.322 0.258
H 12.2988 1.9546 10.9498 -0.600 1.099 -0.206 0.227
H 9.8329 1.9435 10.7441 0.048 0.244 0.121 0.416
F 9.7754 1.7574 4.3697 0.746 0.265 -0.235 -0.285
C 8.8146 1.8775 5.2428 -1.049 1.157 0.411 0.807
F 8.4342 0.6728 5.6004 -0.026 0.064 0.754 -0.288
F 7.7869 2.5260 4.6841 0.143 -0.204 0.104 -0.307
S 9.4847 3.0877 6.6457 0.327 -2.785 -1.051 2.179
O 10.7443 2.4425 6.9591 -0.658 0.969 0.506 -0.916
O 9.4206 4.3796 6.0685 0.121 0.922 -0.192 -0.891
N 8.5835 3.0470 8.0174 -0.410 0.667 0.594 -1.346
S 6.9617 3.1262 8.1927 0.366 -0.764 1.359 2.244
O 6.2702 2.3519 7.2512 -0.570 -0.610 -1.106 -0.868
O 6.7175 2.9634 9.6181 0.718 -0.081 -0.933 -0.923
C 6.4130 4.8800 8.0634 0.475 -0.672 0.497 0.731
F 5.1294 4.9481 8.3419 0.397 0.284 -0.041 -0.265
F 6.7313 5.5806 7.0228 -0.150 0.092 -0.858 -0.265
F 7.1670 5.3856 9.0989 -0.070 1.330 0.596 -0.377
```
Positions in Å, forces in eV/Å.

Calculated values
**E**: -3722.989430 Ha
**Spin multiplicity**: 6
**LUMO level (alpha / beta)**: -2.759 / -3.498 eV
**Charge**: +1
**Kohn-Sham gap (alpha / beta)**: 10.65 / 10.38 eV
**F_max**: 2.99 eV Å⁻¹